A 2-piece molecular cluster, C10H16O2 overall at a distorted geometry. Source: the Open Molecules 2025 dataset; level of theory: ωB97M-V with the def2-TZVPD basis set.

Geometry as XYZ:
```
28
Properties=species:S:1:pos:R:3:forces:R:3
C 0.83256 -1.41525 2.58750 1.290 1.870 -0.332
C -0.30963 -0.35469 2.60203 -1.645 -1.097 -0.593
O 1.78995 -0.85586 3.48784 -5.614 0.214 3.248
H 0.63233 -2.46858 2.82443 -0.633 0.450 0.311
H 1.41264 -1.45208 1.64993 -0.991 0.060 -0.336
H -0.59162 0.06195 1.62105 0.018 -0.773 0.077
H 2.61580 -0.90368 3.21667 5.850 -0.653 -2.231
H -0.18355 0.54652 3.15797 1.521 0.464 0.651
H -1.21938 -0.68889 3.13636 0.167 -0.524 -0.720
C -0.92049 -1.98359 -0.93778 3.426 -1.006 -0.883
C -1.07357 -2.72229 -2.30893 1.817 3.085 -1.131
C -0.45867 -0.53484 -0.99063 -0.637 -0.490 -0.714
C -1.48227 0.39990 -1.27898 3.566 0.631 1.169
C 0.91565 -0.18655 -0.82035 -3.820 3.084 -0.110
C -1.15152 1.75422 -1.29263 0.544 -0.825 -0.824
C 1.11136 1.21686 -0.67610 1.987 -0.345 0.665
C 0.11766 2.17027 -0.93392 0.225 -1.759 0.753
O 0.38602 3.45652 -0.64803 1.265 0.523 0.074
H -1.82700 -2.15180 -0.39205 -0.166 0.134 0.794
H 0.03863 -2.46705 -0.49850 -2.132 0.094 0.141
H -0.13730 -3.15200 -2.61439 0.505 -0.847 0.364
H -2.45039 0.03538 -1.24273 -1.890 -0.405 -0.675
H 1.64426 -0.92971 -0.70971 1.064 -0.710 0.313
H -1.69319 2.48113 -1.82959 -1.550 0.862 0.127
H 2.09379 1.60497 -0.25403 -1.228 -0.499 -0.896
H -0.26142 4.06663 -0.98136 -0.632 0.154 -0.252
H -1.13752 -2.02266 -3.19891 -0.879 -0.373 1.126
H -1.83029 -3.42975 -2.30494 -1.430 -1.320 -0.115
```
Forces are in eV/Å.

Properties
LUMO energy = 0.802 eV
SMILES = CCc1ccc(O)cc1.CCO
Net charge = 0
Kohn-Sham gap = 9.13 eV